Entry 1:
12
Properties=species:S:1:pos:R:3:forces:R:3 method="wB97M-V/def2-TZVPD" smiles=CO[C@H](C)[O-] spin_multiplicity=1 gap_ev=7.35 e_homo_ha=-0.10036 total_charge=-1 de_lowest_kcal_mol=45.9
C 0.9663 0.6155 1.4084 -1.0986 -0.7710 -0.6142
O -0.2870 0.7068 0.7592 0.1764 0.1163 -0.0793
C -0.2786 0.0831 -0.6710 -0.0723 0.1388 -0.1950
C -1.2834 -1.0739 -0.4946 0.3075 -0.2485 0.2226
O 0.8933 -0.2681 -1.0723 0.2150 -0.2652 -0.2501
H 1.3887 1.6153 1.4850 0.3735 0.0720 0.4450
H 0.7819 0.1028 2.3573 0.2895 0.4602 0.4762
H 1.6162 -0.0511 0.8292 0.1801 0.3395 -0.1255
H -0.7389 0.9167 -1.2515 -0.1638 0.0932 0.0379
H -2.2877 -0.7541 -0.2076 0.0353 0.0926 0.2258
H -0.7990 -1.6464 0.3025 -0.4308 -0.2532 0.0600
H -1.3730 -1.7286 -1.3658 0.1883 0.2254 -0.2035

=====

Entry 2:
13
Properties=species:S:1:pos:R:3:forces:R:3 method="wB97M-V/def2-TZVPD" spin_multiplicity=1 gap_ev="7.60 / 7.59" e_homo_ha="-0.27771 / -0.27767" de_lowest_kcal_mol=84.5
C 0.6860 1.3235 0.3184 2.6681 0.3172 4.0823
C -0.6637 -0.2844 -0.7399 1.6814 -0.5778 -1.2619
C -1.5437 -0.9254 0.3008 0.7472 1.3327 1.8812
O -0.0873 0.9370 -0.6909 -3.6552 -2.3440 -2.5346
O 1.2577 -1.2239 -0.2074 -3.5379 -2.2228 -1.6917
P 2.0746 -0.0641 0.1850 4.0106 4.0351 1.3879
H 1.0149 2.3929 0.3294 -0.3105 -1.0042 -0.8477
H 0.3437 1.1573 1.3865 -0.4421 -0.0526 -1.2898
H -0.7178 -0.7379 -1.7854 0.0400 1.2954 1.3925
H -2.5545 -0.4512 0.2882 0.5743 -0.4474 -0.2353
H -1.1110 -0.6617 1.3152 -0.5564 -0.3756 -1.0019
H -1.6130 -2.0291 0.2807 0.1844 0.7467 -0.5391
H 2.9140 0.5670 -0.9804 -1.4038 -0.7026 0.6581

=====

Entry 3:
14
Properties=species:S:1:pos:R:3:forces:R:3 method="wB97M-V/def2-TZVPD" spin_multiplicity=1 gap_ev=7.37 e_homo_ha=-0.11581 total_charge=-1 de_lowest_kcal_mol=0.0
C -1.4884 -0.7535 0.0649 0.3645 0.1491 -0.4341
C -0.8935 1.8679 0.4780 -0.3022 -0.4847 -0.0987
C -0.7980 0.4893 -0.1016 1.1802 0.1597 0.1365
O -0.5811 -1.6644 -0.4361 -0.0885 0.0008 0.3626
O -2.6006 -1.0391 0.4707 -0.4452 -0.2401 0.2909
P 0.6367 -0.2832 -0.6651 -0.7052 0.5914 -0.7349
P 2.2302 -1.1968 0.5509 0.1621 0.3931 0.3112
H -1.0572 1.8471 1.5600 -0.0374 0.1144 0.0636
H -1.6909 2.4635 0.0290 -0.0555 0.1697 0.0091
H 0.0614 2.3659 0.2916 -0.0586 0.1559 0.0110
H 0.8123 -0.7682 -1.9753 0.1193 -0.0610 -0.1147
H 1.5106 0.8782 -0.9575 -0.1530 -0.0997 0.2077
H 1.3505 -2.0888 1.1446 -0.2835 -0.4331 0.4143
H 2.5080 -2.1180 -0.4541 0.3028 -0.4156 -0.4244

=====

Entry 4:
13
Properties=species:S:1:pos:R:3:forces:R:3 method="wB97M-V/def2-TZVPD" spin_multiplicity=1 gap_ev=7.17 e_homo_ha=-0.14398 total_charge=-1 de_lowest_kcal_mol=28.0
C 0.9930 1.4254 1.0504 -0.6188 0.3605 -1.0120
C 0.8888 0.6841 -0.2942 2.6777 0.4231 -0.9544
S 2.0323 -0.8364 -0.3946 -0.7070 0.7068 0.1349
H -0.0073 1.7633 1.3300 -0.0241 -0.4344 0.3965
H 1.4693 0.8016 1.7977 -0.0631 0.2305 0.3015
H 1.5052 2.3736 0.8582 0.4756 -0.3076 0.4252
H 1.3764 1.3903 -1.0807 -1.6363 -1.3436 0.9116
H -0.0758 0.2446 -0.5091 -0.1954 0.5400 -0.2667
H 1.0594 -1.6338 -0.8626 0.0996 -0.1080 0.0686
O -3.1972 -0.8811 0.1169 -0.3673 -0.6144 0.4756
C -2.3470 -1.6134 -0.4117 0.7668 0.7761 -2.3757
O -2.4149 -2.5470 -1.2631 -0.2671 0.4054 1.3797
H -1.2821 -1.1711 -0.3371 -0.1407 -0.6346 0.5152

=====

Entry 5:
13
Properties=species:S:1:pos:R:3:forces:R:3 method="wB97M-V/def2-TZVPD" s2=0.753 spin_multiplicity=2 gap_ev="9.84 / 5.89" e_homo_ha="-0.34820 / -0.34790" de_lowest_kcal_mol=19.4
C 1.8030 -0.9548 -1.6013 -0.0237 1.0228 -1.1203
S 0.7841 0.5946 -1.4643 1.4472 -0.9331 -0.8622
H 1.1630 -1.7854 -1.9071 -0.0820 0.2048 -0.0289
H 2.6373 -0.8053 -2.2990 -0.4600 -0.0353 0.0807
H 2.2181 -1.2067 -0.6508 0.0419 0.0064 0.9306
H 0.0292 -0.2936 -0.2910 -1.9534 -1.5070 2.8947
O -1.2953 -0.3672 2.6699 0.0550 -0.3828 -1.8426
C -1.1016 -0.1369 1.4808 0.7534 0.4314 0.9554
O -0.4146 -0.9183 0.6415 0.6827 0.9260 -1.2017
C -1.4444 1.2366 0.9229 1.2206 -0.6165 -0.6776
H -1.4407 1.2366 -0.1995 -0.4772 0.2863 1.1978
H -2.3382 1.5513 1.4066 -0.7430 0.5164 -0.0247
H -0.5998 1.8491 1.2912 -0.4615 0.0805 -0.3012

=====

Entry 6:
13
Properties=species:S:1:pos:R:3:forces:R:3 method="wB97M-V/def2-TZVPD" spin_multiplicity=1 gap_ev=8.27 e_homo_ha=-0.14776 total_charge=-1 de_lowest_kcal_mol=8.9
O -3.1875 1.3169 -1.6579 -1.1134 -0.5524 0.0565
H -2.4468 0.6806 -1.5361 0.1509 0.1633 0.4985
H -3.9739 0.8558 -1.2874 1.0496 0.4640 -0.3619
O -0.8518 -1.1347 1.0069 1.0656 0.0224 0.0274
O -0.9137 -0.0197 -0.8903 0.2311 0.5224 -1.0848
C -0.2747 -0.5800 0.0301 -3.4378 -0.6528 0.4025
C 1.7578 0.1356 1.1528 0.1239 0.4824 0.3085
C 1.1892 -0.5984 -0.0598 2.2199 -0.2429 -0.2042
H 1.0897 0.0079 2.0212 0.3087 -0.0401 -0.3480
H 1.7537 1.1987 0.8591 0.1305 -0.1763 0.5011
H 2.7820 -0.1426 1.4531 -0.2761 0.0391 -0.2621
H 1.5362 -1.6477 -0.1233 -0.1490 0.3786 0.1761
H 1.5399 -0.0724 -0.9685 -0.3039 -0.4078 0.2904

=====

Entry 7:
13
Properties=species:S:1:pos:R:3:forces:R:3 method="wB97M-V/def2-TZVPD" spin_multiplicity=1 gap_ev=8.72 e_homo_ha=-0.15989 total_charge=-1 de_lowest_kcal_mol=18.1
C -1.9880 -0.5048 1.4661 -0.4358 -0.7885 -0.8935
C -0.8681 -0.4249 0.4019 0.6354 0.1861 0.6142
O -0.4976 0.7622 0.1549 -0.6644 -0.2494 0.0840
O -0.3468 -1.4737 -0.0106 -0.3075 -0.1933 -0.1453
H -2.8973 -0.0478 1.0584 0.1888 0.2411 0.3718
H -1.6019 -0.0161 2.3255 0.0186 0.9757 0.7565
H -2.2434 -1.5072 1.8125 0.1197 -0.2630 -0.4280
C 1.8415 0.3465 -1.4970 0.2027 -0.1229 0.7105
O 1.9283 1.3649 -0.5232 2.1006 0.5440 -0.9385
H 1.1504 1.2835 0.0025 -1.7451 -0.3138 0.6699
H 2.7479 0.3916 -2.0896 0.1286 0.2195 -0.4517
H 1.8412 -0.6313 -1.0090 -0.3228 -0.0824 -0.1842
H 0.9339 0.4571 -2.0924 0.0811 -0.1530 -0.1655

=====

Entry 8:
13
Properties=species:S:1:pos:R:3:forces:R:3 method="wB97M-V/def2-TZVPD" spin_multiplicity=1 gap_ev=8.39 e_homo_ha=-0.15836 total_charge=-1 de_lowest_kcal_mol=19.9
C -0.3037 2.2064 -0.5274 -0.1102 -1.5200 0.1601
C 1.0662 1.5218 -0.0903 -1.1537 1.3710 -0.3768
O 0.9934 0.4812 0.6172 0.0285 0.1755 -0.1620
O 2.0467 2.1882 -0.4351 0.7648 -0.3385 0.0643
H -1.0775 1.8275 0.1288 -0.2994 0.2686 0.4730
H -0.6890 1.9242 -1.5101 0.5520 -0.1949 -0.2732
H -0.2362 3.2764 -0.5233 0.1534 0.5393 0.2376
C -0.4381 -2.5614 0.5295 0.3405 0.8123 -0.7226
O 0.1249 -1.6930 -0.4367 -0.5977 -0.1217 0.0633
H 0.2494 -0.7894 -0.0258 0.4857 -0.3355 -0.0985
H -0.8354 -1.9761 1.3711 0.0270 -0.3988 0.0178
H -1.2290 -3.1429 0.0530 -0.2788 -0.0525 0.1349
H 0.3282 -3.2629 0.8492 0.0880 -0.2047 0.4822

=====

Entry 9:
13
Properties=species:S:1:pos:R:3:forces:R:3 method="wB97M-V/def2-TZVPD" s2=0.757 spin_multiplicity=2 gap_ev="9.63 / 4.76" e_homo_ha="-0.33251 / -0.33041" de_lowest_kcal_mol=53.3
C -1.5251 0.2462 2.0025 -2.7203 -1.6508 0.7764
O -1.9479 0.1810 0.6697 2.5436 1.4800 -2.4206
H -1.0596 0.5644 0.2288 -2.7665 -1.1219 0.1743
H -0.4562 0.5085 2.1496 -1.0106 0.8575 0.1685
H -2.4679 0.8037 2.4281 2.6412 -0.6725 0.6786
H -1.5498 -0.8400 2.2527 -0.1329 0.6514 1.1257
C 0.4439 -1.1280 -1.5545 -1.8944 2.7263 1.5222
C 1.0296 -0.0215 -0.7138 -2.4453 1.3658 0.8916
O 0.2894 0.7799 -0.0064 4.1105 -1.4897 -2.2128
O 2.2759 0.0930 -0.7131 0.2224 0.5836 0.4917
H 0.2807 -1.8817 -0.8296 -1.0014 -0.9247 0.6409
H 1.0827 -1.5254 -2.2361 1.9544 -0.7898 -2.2145
H -0.4596 -0.6413 -1.9999 0.4993 -1.0154 0.3779

=====

Entry 10:
16
Properties=species:S:1:pos:R:3:forces:R:3 method="wB97M-V/def2-TZVPD" smiles="CC[C@]([S-])(S)[P@](=O)([O-])O" spin_multiplicity=1 gap_ev=5.52 e_homo_ha=0.00298 total_charge=-2 de_lowest_kcal_mol=23.3
C 0.8193 -1.0491 0.7626 -0.5487 -0.6313 2.1426
C 0.4833 -0.2893 -0.4865 1.3299 -1.9737 -0.3929
C -0.3150 0.9197 -0.1894 1.8923 3.2435 0.0111
S 0.9589 2.2329 1.0755 -1.2272 -1.7900 -0.6619
S -1.9191 0.7829 0.4901 0.2950 -3.8136 1.8920
P -0.4329 2.0567 -1.6755 -2.4125 0.5486 -2.5846
O -1.3534 3.2374 -1.3878 0.4108 -1.0817 0.3712
O -0.7669 1.2593 -2.9332 0.2711 0.0503 1.0617
O 1.0689 2.5880 -1.8318 -0.4181 -0.1536 -2.8209
H 0.7599 -0.3354 1.6019 0.2377 -0.3580 -0.0831
H 1.7885 -1.5880 0.8693 -0.4947 0.3610 -0.6031
H 0.0034 -1.7693 0.8777 0.1537 -0.3410 0.5540
H -0.0453 -1.1137 -1.1044 0.7840 1.9686 -0.0595
H 1.4982 0.0182 -0.8285 -1.1020 0.0337 -0.8268
H -2.2285 1.8756 0.0014 -1.2996 3.4505 -1.3496
H 1.2727 2.4627 -0.9375 2.1284 0.4866 3.3496

=====

Entry 11:
14
Properties=species:S:1:pos:R:3:forces:R:3 method="wB97M-V/def2-TZVPD" spin_multiplicity=1 gap_ev=7.08 e_homo_ha=-0.14554 total_charge=-1 de_lowest_kcal_mol=20.8
O 0.5864 1.5016 -2.1313 -0.1543 0.3739 -0.2703
C -0.3064 0.6862 -1.8122 1.2355 -0.6363 0.5287
O -1.1923 0.1682 -2.5202 -0.3705 0.1666 0.4549
C -0.0928 0.1218 -0.3155 -0.7694 0.5159 -2.1994
C -1.3791 0.3849 0.5203 0.8710 -0.5447 -2.6062
S -0.9452 0.3835 2.2462 -0.6156 0.8669 1.0451
H 0.7499 0.6915 0.0683 -0.2097 0.1992 0.2520
H 0.2820 -0.8787 -0.5478 -0.7691 -0.2655 0.7941
H -2.2141 -0.2721 0.2673 0.3576 -0.4397 0.2754
H -1.7105 1.3016 -0.0291 0.0938 0.1661 1.8462
H -0.3322 -0.7996 2.3056 0.0104 -0.1749 -0.3437
H 2.1229 -0.5997 1.1905 -0.3485 -0.2915 0.7681
H 2.3193 -1.1901 -0.0722 -0.2034 -0.9063 -0.0163
O 2.1120 -1.4991 0.8300 0.8722 0.9704 -0.5286

=====

Entry 12:
15
Properties=species:S:1:pos:R:3:forces:R:3 method="wB97M-V/def2-TZVPD" spin_multiplicity=1 gap_ev=9.05 e_homo_ha=-0.32179 de_lowest_kcal_mol=66.9
C -0.7833 -1.4353 -0.2181 1.5373 2.6686 2.3762
C -0.7468 1.4297 -0.1217 2.0483 0.9843 1.0720
C 0.0431 0.2030 0.3779 -2.6259 -2.2842 -2.2376
O 2.5394 -0.5354 0.3886 -0.4705 0.5622 -0.2820
O 0.4102 -2.1908 -0.3689 -0.7298 -0.3913 -1.1262
O 0.0636 2.0232 -1.1719 1.7577 -3.0106 1.8332
O 0.2762 0.1234 1.6893 3.6805 -0.0137 1.7069
P 1.5222 -0.2190 -0.6826 0.9564 -0.4788 0.4467
H -1.5830 -1.9238 0.3955 0.8666 0.6407 -0.3629
H -1.1071 -1.0930 -1.1552 -0.5842 -0.2032 -1.4568
H -1.6194 1.1287 -0.6237 -1.7121 -0.2098 0.0775
H -0.8470 2.1418 0.7733 -0.3168 -0.9668 -1.3787
H 0.7572 -2.4345 0.4809 0.2857 -0.1282 0.8562
H -0.2836 2.7738 -1.5444 -1.6025 2.7415 -1.1106
H 1.3582 0.0081 1.7811 -3.0907 0.0891 -0.4140